(1)
DFT (ωB97M-V/def2-TZVPD) results for a structure of composition C2H17HgO7.

Computed properties:
Net charge: +1
LUMO, eV: -4.08
HOMO energy, eV: -10.93
Energy relative to the best compared isomer or geometry (same formula, charge and spin), kJ/mol: 57.5

CARTESIAN COORDINATES (ANGSTROEM)
Hg  0.575  -0.139  0.102
C  -2.957  0.367  -2.008
C  -1.794  -0.605  -1.846
O  -0.574  0.110  -2.032
H  -3.930  -0.103  -1.792
H  -2.949  0.923  -2.985
H  -2.864  1.208  -1.313
H  -1.790  -1.346  -2.615
H  -1.891  -0.966  -0.842
O  -0.461  -1.889  1.457
H  -0.303  -2.787  1.158
H  -0.799  -2.019  2.316
O  2.579  -1.213  1.009
H  3.138  -0.899  1.752
H  3.073  -1.757  0.409
O  0.786  0.297  2.641
H  1.468  0.907  2.966
H  1.060  -0.579  2.959
O  2.458  0.072  -1.675
H  2.964  0.693  -2.113
H  2.992  -0.740  -1.658
O  1.266  2.088  0.165
H  0.799  2.886  0.386
H  1.959  2.434  -0.411
O  -1.381  1.047  0.990
H  -1.132  1.320  1.881
H  -2.281  0.677  1.111



(2)
DFT (ωB97M-V/def2-TZVPD) results for a cluster of 6 separate species, C2H17NO5 in total.

Computed properties:
LUMO, eV: 0.44
SMILES: CCN.O.O.O.O.O
HOMO energy, eV: -9.50
Energy relative to the best compared isomer or geometry (same formula, charge and spin), kJ/mol: 196.0

CARTESIAN COORDINATES (ANGSTROEM)
C  -0.977  0.639  2.345
C  -1.295  -0.735  1.699
N  -1.126  -1.056  0.266
H  -1.730  0.898  3.075
H  -0.075  0.526  3.055
H  -0.874  1.416  1.686
H  -0.578  -1.530  2.047
H  -2.279  -1.047  2.052
H  -0.237  -0.647  -0.083
H  -1.831  -0.604  -0.320
O  3.037  -1.152  -0.711
H  3.715  -0.464  -1.124
H  2.336  -1.214  -1.389
O  1.916  0.225  1.118
H  2.374  -0.364  0.462
H  1.704  -0.257  1.909
O  -0.702  2.017  -0.448
H  0.129  1.610  -0.002
H  -0.486  2.903  -0.680
O  1.222  0.469  -2.519
H  0.770  0.746  -1.705
H  0.407  0.043  -2.966
O  -1.661  -0.790  -2.908
H  -1.845  -1.596  -2.516
H  -1.911  -0.034  -2.342



(3)
DFT (ωB97M-V/def2-TZVPD) results for a cluster of 11 separate species, C2H18F6O15S2 in total.

Computed properties:
Net charge: -2
LUMO, eV: 4.33
HOMO energy, eV: -4.31
Energy relative to the best compared isomer or geometry (same formula, charge and spin), kJ/mol: 0.0

CARTESIAN COORDINATES (ANGSTROEM)
C  -1.252  -0.438  -0.275
F  -2.358  0.069  -0.805
F  -1.538  -1.655  0.201
F  -0.322  -0.518  -1.194
S  -0.670  0.693  1.135
O  -0.966  -0.088  2.342
O  0.759  0.863  0.979
O  -1.431  1.920  1.009
C  1.959  -1.026  -4.476
F  1.317  -1.909  -3.707
F  2.714  -1.679  -5.366
F  1.033  -0.344  -5.159
S  3.016  0.147  -3.485
O  2.069  1.042  -2.838
O  3.784  -0.663  -2.561
O  3.812  0.789  -4.515
O  1.626  2.868  2.681
H  1.464  1.987  2.269
H  0.773  3.312  2.616
O  0.137  -1.237  4.683
H  -0.231  -2.088  4.425
H  -0.193  -0.619  4.003
O  -2.290  3.613  3.022
H  -2.380  2.894  2.362
H  -1.765  3.218  3.725
O  -0.408  1.982  -3.651
H  0.030  2.599  -4.242
H  0.332  1.640  -3.096
O  -1.760  -4.447  2.011
H  -2.203  -3.566  2.216
H  -1.821  -4.526  1.053
O  -2.889  -2.124  2.567
H  -2.423  -1.321  2.871
H  -3.463  -1.813  1.859
O  1.015  -3.502  0.347
H  1.148  -4.363  0.755
H  0.212  -3.163  0.762
O  -2.494  3.403  -1.251
H  -2.022  3.292  -2.086
H  -2.042  2.780  -0.656
O  3.485  0.834  0.057
H  3.654  0.575  -0.867
H  2.582  0.564  0.280



(4)
DFT (ωB97M-V/def2-TZVPD) results for a cluster of 7 separate species, C2H18O7 in total.

Computed properties:
LUMO, eV: 0.29
SMILES: CCO.O.O.O.O.O.O
HOMO energy, eV: -10.79
Energy relative to the best compared isomer or geometry (same formula, charge and spin), kJ/mol: 110.7

CARTESIAN COORDINATES (ANGSTROEM)
C  -0.624  2.724  0.759
C  0.903  2.650  0.871
O  1.383  1.500  1.572
H  -0.927  3.545  1.425
H  -0.915  2.935  -0.266
H  -1.183  1.929  1.257
H  1.239  3.547  1.391
H  1.467  2.556  -0.054
H  1.335  1.453  2.546
O  -1.193  -2.070  -0.762
H  -1.317  -1.119  -0.919
H  -0.607  -2.063  0.018
O  -0.944  0.708  -2.638
H  -1.318  0.098  -3.279
H  -1.404  1.522  -2.499
O  1.885  -1.500  -1.320
H  1.720  -2.143  -2.004
H  1.151  -0.894  -1.393
O  -0.389  -0.808  3.918
H  -0.860  -1.462  3.413
H  0.378  -1.348  4.151
O  -0.903  -3.141  -3.199
H  -1.001  -3.288  -2.236
H  -0.266  -2.515  -3.491
O  0.614  -1.200  1.051
H  0.519  -0.273  1.340
H  1.257  -1.343  0.347



(5)
DFT (ωB97M-V/def2-TZVPD) results for a cluster of 2 separate species, C2H2 in total.

Computed properties:
LUMO (alpha / beta), eV: -1.72 / -1.70
HOMO energy (alpha / beta), eV: -8.63 / -8.62
Energy relative to the best compared isomer or geometry (same formula, charge and spin), kJ/mol: 998.3

CARTESIAN COORDINATES (ANGSTROEM)
C  1.355  0.239  -0.144
C  -1.319  0.256  0.131
H  1.278  0.184  1.047
H  -1.292  0.189  -0.900



(6)
DFT (ωB97M-V/def2-TZVPD) results for a cluster of 2 separate species, C2H2 in total.

Computed properties:
LUMO (alpha / beta), eV: 1.03 / -3.78
HOMO energy (alpha / beta), eV: -11.22 / -9.68
Energy relative to the best compared isomer or geometry (same formula, charge and spin), kJ/mol: 646.1

CARTESIAN COORDINATES (ANGSTROEM)
C  0.085  0.400  -0.039
C  -0.940  -0.215  -0.052
H  2.795  0.352  0.288
H  -1.940  -0.536  -0.197